1.
Computed, not measured: a 9-piece molecular cluster, C34H58Br16ClFN3O6S overall in a non-equilibrium geometry, with the ωB97M-V functional and the def2-TZVPD basis.

Each line ends with the Mulliken charge.
CARTESIAN COORDINATES (ANGSTROEM)
C1 -0.97905 -1.02389 1.57768  -1.51
C2 -1.11078 -0.15053 0.25493  1.16
C3 -0.87858 1.39542 0.50472  -0.39
Cl1 -0.67492 1.84498 2.27095  -0.12
C4 -1.92824 2.32923 -0.15981  -0.53
C5 -3.38977 2.11036 -0.04764  1.59
C6 -3.99372 0.91249 0.76452  -0.23
O1 -3.62859 0.71711 1.88485  -0.48
O2 -4.99298 0.07947 0.24034  -0.24
C7 -4.45361 -0.82183 -0.75795  0.38
C8 -5.53044 -1.41051 -1.76633  -0.78
O3 -5.15932 -1.14214 -3.14925  -0.52
C9 -4.39082 3.02877 -0.65985  0.38
C10 -5.93429 2.79581 -0.48398  -1.90
C11 -6.49182 1.94233 -1.69537  1.25
C12 -7.78124 2.55447 -2.36851  -1.43
F1 -5.50727 1.66962 -2.66848  -0.38
C13 -3.84019 4.16106 -1.38919  -0.05
C14 -4.85185 5.18396 -2.03290  -0.11
O4 -4.95013 6.42179 -1.26951  -0.24
N1 -4.34168 6.27824 -0.01963  0.39
O5 -5.13115 6.23662 0.84219  -0.34
N2 -2.46226 4.37601 -1.49994  0.19
S1 -1.97714 5.79119 -2.41494  -0.04
C15 -1.52355 3.52366 -0.92014  0.90
C16 -0.03120 3.94810 -1.10743  -1.43
C17 0.53574 3.49657 -2.53578  -0.23
C18 0.91854 1.96122 -2.50619  0.06
N3 0.02335 0.97473 -3.00758  -0.43
O6 1.98816 1.67248 -2.00741  -0.41
H1 0.07953 -0.97229 1.95359  0.34
H2 -1.71317 -0.71697 2.36481  0.39
H3 -1.21008 -2.10459 1.34871  0.39
H4 -2.05446 -0.38697 -0.29915  -0.40
H5 -0.27798 -0.51622 -0.40828  -0.46
H6 0.11417 1.64553 0.03888  0.01
H7 -3.93298 -1.70416 -0.24944  0.44
H8 -3.67006 -0.31083 -1.38518  0.04
H9 -6.56231 -1.00168 -1.64658  0.29
H10 -5.62032 -2.54604 -1.70977  0.16
H11 -4.31593 -1.62447 -3.24679  0.31
H12 -6.49541 3.77293 -0.46901  0.77
H13 -6.15646 2.28977 0.49578  0.53
H14 -6.81139 0.95682 -1.26526  -0.21
H15 -7.50467 3.21513 -3.22803  0.34
H16 -8.43262 3.05059 -1.60320  0.33
H17 -8.38754 1.69710 -2.77532  0.41
H18 -5.89695 4.77381 -2.05232  0.08
H19 -4.60329 5.39695 -3.10957  0.00
H20 -2.61792 5.68797 -3.63811  -0.01
H21 0.12083 5.04842 -0.92890  0.61
H22 0.64618 3.44425 -0.36020  0.57
H23 1.44088 4.13072 -2.73416  0.43
H24 -0.28623 3.67858 -3.28038  0.27
H25 -0.93489 1.32991 -2.97053  0.31
H26 0.07665 0.11621 -2.44597  0.27
Br1 5.15374 -0.68100 -2.08496  -0.11
C19 5.23929 0.84523 -0.87189  -0.43
C20 5.50036 0.41579 0.54837  -0.21
Br2 3.89229 -0.31427 1.37449  -0.11
H27 4.30683 1.39364 -0.98955  0.17
H28 6.06376 1.45314 -1.24505  0.38
H29 5.77009 1.27445 1.16358  -0.04
H30 6.27482 -0.34361 0.63299  0.43
Br3 -4.88467 -4.25156 0.30196  -0.13
C21 -5.17180 -3.33565 1.99962  -0.25
C22 -6.54791 -3.61281 2.54427  -0.60
Br4 -7.90200 -2.58037 1.59715  -0.16
H31 -4.98240 -2.27772 1.82695  0.02
H32 -4.40719 -3.73218 2.66793  0.42
H33 -6.61942 -3.29209 3.58323  0.37
H34 -6.83635 -4.65891 2.47062  0.41
Br5 7.69462 2.97978 2.68229  -0.15
C23 7.08261 2.74088 4.51746  -0.55
C24 5.79571 1.95876 4.57068  -0.57
Br6 4.27281 3.06199 4.06175  -0.11
H35 7.00112 3.73265 4.95577  0.37
H36 7.88384 2.19323 5.01378  0.36
H37 5.58559 1.63758 5.59062  0.38
H38 5.79201 1.09106 3.91376  0.25
Br7 -2.30213 4.80648 -9.22254  -0.11
C25 -2.15208 6.34502 -8.04055  -0.67
C26 -1.87755 5.91896 -6.62202  -0.59
Br8 -3.49416 5.23706 -5.76354  -0.05
H39 -3.06952 6.91927 -8.14737  0.38
H40 -1.31695 6.92529 -8.43251  0.38
H41 -1.57213 6.77355 -6.01758  0.39
H42 -1.12438 5.13781 -6.54572  0.43
Br9 1.47751 -2.85875 -1.10024  -0.14
C27 3.29610 -3.30558 -0.56902  0.19
C28 3.52287 -4.79302 -0.56114  -0.62
Br10 2.71931 -5.61802 1.00941  -0.18
H43 3.46347 -2.84077 0.39778  0.28
H44 3.92914 -2.82135 -1.31343  -0.37
H45 4.58632 -5.01668 -0.48700  0.41
H46 3.11119 -5.29567 -1.43134  0.33
Br11 6.66606 -6.01077 2.91379  -0.13
C29 6.17291 -6.07043 4.79824  -0.30
C30 4.71957 -6.42768 4.97336  -0.63
Br12 3.55861 -4.91279 4.57561  -0.08
H47 6.43228 -5.10589 5.22445  0.09
H48 6.81123 -6.83948 5.23420  0.34
H49 4.51056 -6.68067 6.01312  0.33
H50 4.39966 -7.24728 4.33357  0.42
Br13 5.76764 -2.76438 6.53085  -0.14
C31 5.18945 -3.03225 8.37194  -0.55
C32 3.90850 -3.82394 8.43222  -0.34
Br14 2.37310 -2.72307 7.96230  -0.11
H51 5.10830 -2.04776 8.82625  0.39
H52 6.00256 -3.58096 8.84769  0.33
H53 3.71576 -4.16184 9.45033  0.36
H54 3.90145 -4.68089 7.76142  0.06
Br15 3.59271 -4.32869 -4.63834  -0.12
C33 5.41713 -4.77187 -4.11767  -0.60
C34 5.64613 -6.26204 -4.12343  -0.52
Br16 4.84559 -7.10337 -2.56061  -0.12
H55 5.58799 -4.31550 -3.14492  0.28
H56 6.05000 -4.28429 -4.85932  0.37
H57 6.71083 -6.48421 -4.05410  0.35
H58 5.23240 -6.75878 -4.99802  0.38

## Properties
LUMO: -4.5 eV
E_tot: -1199697.82673 eV
Charge: +1
Gap between HOMO and LUMO: 6.201 eV
F_max: 2.8 eV/A
Relative energy (zero: lowest compared OMol25 entry of this formula, charge and spin): 0.0 kcal/mol
Spin multiplicity: 1

---

2.
Computed, not measured: C34H58ClHfNO8PSi as an isolated structure in a non-equilibrium geometry, with the ωB97M-V functional and the def2-TZVPD basis.

Each line ends with the Mulliken charge.
CARTESIAN COORDINATES (ANGSTROEM)
Hf1 -1.17337 -0.33744 -0.06062  -0.70
C1 -4.05340 -2.41421 -1.66241  -1.46
C2 -4.57373 -1.00133 -1.94244  0.56
C3 -5.10948 -0.94427 -3.37286  -1.50
P1 -3.25710 0.27012 -1.62099  0.47
C4 -4.01283 1.90761 -1.30383  0.67
C5 -2.89437 2.95616 -1.25368  -1.16
C6 -5.16568 2.35946 -2.19603  -1.57
C7 -2.26573 0.27534 -3.14402  0.34
C8 -2.59567 0.95271 -4.32224  -0.19
C9 -1.77721 0.93058 -5.43827  0.57
C10 -2.13955 1.67055 -6.70286  -1.71
C11 -0.60008 0.18485 -5.35106  -1.09
C12 -0.25614 -0.50631 -4.20366  -0.93
C13 -1.08111 -0.46924 -3.07891  0.10
N1 -0.75460 -1.13594 -1.85518  0.62
C14 0.64214 -1.45708 -1.66300  0.53
C15 1.06531 -2.79184 -1.73356  0.11
C16 0.08128 -3.89704 -2.01633  -1.64
C17 2.41429 -3.05276 -1.56626  -0.43
C18 3.34051 -2.03309 -1.33739  0.41
C19 4.79798 -2.34187 -1.10628  -1.72
C20 2.89547 -0.71944 -1.29765  -0.76
C21 1.55644 -0.40591 -1.45939  1.10
C22 1.12671 1.04646 -1.49635  -0.16
H1 -4.85887 -3.13317 -1.82258  0.57
H2 -3.70175 -2.54326 -0.64186  0.19
H3 -3.24018 -2.66647 -2.34705  0.28
H4 -5.36690 -0.76544 -1.23187  0.71
H5 -4.33082 -1.20913 -4.08949  0.30
H6 -5.51021 0.02940 -3.65310  0.30
H7 -5.91561 -1.67605 -3.47006  0.54
H8 -4.40866 1.77744 -0.29495  0.51
H9 -2.43425 3.08710 -2.23429  0.30
H10 -2.10965 2.69769 -0.54170  0.07
H11 -3.29718 3.92034 -0.93941  0.49
H12 -4.84367 2.59470 -3.21067  0.28
H13 -5.59017 3.27211 -1.77196  0.49
H14 -5.96663 1.62291 -2.24333  0.36
H15 -3.52238 1.51188 -4.37433  0.09
H16 -3.04884 2.25686 -6.57384  0.35
H17 -2.30302 0.97684 -7.52957  0.35
H18 -1.34031 2.34984 -7.00293  0.38
H19 0.06584 0.14362 -6.20946  0.42
H20 0.66552 -1.07916 -4.17265  0.55
H21 -0.73007 -3.91179 -1.28862  0.26
H22 0.57499 -4.86856 -1.99793  0.48
H23 -0.37865 -3.76416 -2.99919  0.33
H24 2.76023 -4.08140 -1.62278  0.38
H25 5.03244 -3.37923 -1.34466  0.40
H26 5.05459 -2.16987 -0.05721  0.28
H27 5.43904 -1.69576 -1.71069  0.43
H28 3.61059 0.08447 -1.13736  0.52
H29 1.69007 1.61004 -0.76046  -0.33
H30 0.06810 1.20407 -1.27087  -0.25
H31 1.27787 1.45767 -2.49383  0.70
O1 -2.47045 0.82245 1.36958  -0.56
Cl1 -3.18237 -0.39432 1.85121  1.83
O2 -3.11883 -0.53350 3.25055  -0.64
O3 -4.49884 -0.44537 1.31979  -0.58
O4 -2.34977 -1.50464 1.18744  -0.72
C23 4.56895 2.17292 0.56058  -1.78
C24 3.69052 2.09969 1.79815  1.69
C25 4.39271 1.29525 2.88740  -1.22
C26 3.34924 3.49998 2.27677  -1.52
O5 2.45712 1.45230 1.38713  0.80
Si1 1.48751 0.36972 2.12386  -3.52
O6 0.12566 0.31455 1.16705  2.22
O7 2.25341 -1.06779 2.08052  0.67
C27 1.90486 -2.37867 2.55548  1.77
C28 3.05539 -3.28401 2.15655  -1.49
C29 0.61084 -2.81723 1.88408  -1.42
C30 1.74280 -2.37985 4.07101  -1.83
O8 1.15409 0.65969 3.67634  0.42
C31 0.38147 1.57219 4.48826  1.92
C32 -0.66247 0.74285 5.20945  -1.50
C33 -0.27610 2.63939 3.62346  -1.19
C34 1.32610 2.18079 5.50562  -1.71
H32 5.39705 2.86523 0.72706  0.55
H33 3.99014 2.53506 -0.29414  0.27
H34 4.99109 1.19277 0.31792  0.30
H35 5.36398 1.74317 3.11599  0.59
H36 4.55132 0.26505 2.55467  0.12
H37 3.79823 1.27110 3.80761  0.08
H38 4.25988 4.03491 2.55623  0.48
H39 2.69284 3.46705 3.14677  0.09
H40 2.84583 4.06003 1.48273  0.32
H41 3.14024 -3.34204 1.06855  0.17
H42 2.90162 -4.29149 2.55224  0.39
H43 3.99177 -2.89166 2.56320  0.32
H44 0.67782 -2.62446 0.80596  0.01
H45 -0.24738 -2.28952 2.31101  0.08
H46 0.44629 -3.88722 2.01718  0.64
H47 2.67212 -2.05535 4.54988  0.34
H48 1.50813 -3.39062 4.41466  0.47
H49 0.94470 -1.70553 4.38592  0.26
H50 -1.31510 0.24283 4.49589  0.11
H51 -1.27563 1.37999 5.85337  0.50
H52 -0.18035 -0.01334 5.83412  0.31
H53 -0.95088 2.18073 2.89764  -0.01
H54 0.47214 3.22302 3.07844  0.16
H55 -0.85462 3.32241 4.24737  0.57
H56 1.78781 1.39041 6.10211  0.30
H57 0.77805 2.84739 6.17523  0.48
H58 2.11954 2.75412 5.02609  0.25

## Properties
LUMO: -3.6 eV
E_tot: -85062.43929 eV
Charge: +1
Gap between HOMO and LUMO: 7.337 eV
F_max: 1.6 eV/A
Relative energy (zero: lowest compared OMol25 entry of this formula, charge and spin): 9.3 kcal/mol
Spin multiplicity: 1